{"formula": "C3H3O2S", "method": "wB97M-V/def2-TZVPD", "de_lowest_kj_mol": 322.1, "homo_ev": [-4.059, -4.059], "total_charge": -1, "elements": ["C", "C", "C", "O", "O", "S", "H", "H", "H"], "coordinates": [[1.355928, 0.154551, 0.313610], [2.542994, 0.244466, 0.528933], [-0.098435, 0.045450, 0.099219], [5.987636, 1.150988, -0.449335], [5.801751, -1.289407, -0.299119], [5.523685, 0.002108, 0.333931], [-0.346938, -0.929701, -0.337533], [-0.648308, 0.140540, 1.045837], [-0.459741, 0.824120, -0.579918]], "forces_ev_per_a": [[-1.7, -0.1, -0.2], [2.3, 0.0, 0.1], [0.3, -0.1, 0.1], [-0.6, -1.0, 0.8], [-0.4, 1.1, 0.7], [0.3, 0.0, -1.4], [-0.1, 0.1, 0.0], [0.0, 0.0, -0.2], [-0.1, -0.1, 0.0]], "mulliken_charge": [-0.45, 0.01, -0.97, -0.44, -0.44, 0.66, 0.20, 0.23, 0.21]}